Molecular formula: C22H54B3INO16P3
Method: DFT, ωB97M-V/def2-TZVPD

E_HOMO, eV: -9.06
Frontier orbital gap, eV: 7.08
Charge: 0
Calculated total energy, a.u.: -3525.52478

Each line ends with the Mulliken charge.
Atoms and positions in Å:
C -3.242 2.006 -0.448  -0.3215
N -3.956 0.731 -0.945  -0.4067
C -3.379 -0.477 -0.234  -0.3965
B -4.064 -0.818 1.222  0.6558
O -4.814 0.114 2.086  -0.4808
B -4.023 0.126 3.367  0.5275
O -3.392 -1.071 3.967  -0.4686
B -2.912 -1.971 2.899  0.1295
C -1.433 -2.683 2.803  0.1990
C -0.179 -1.621 2.814  0.1125
O 1.013 -2.062 3.295  -0.5444
I -0.251 0.476 2.169  0.1836
O -3.876 -2.209 1.767  -0.3583
H -3.490 2.224 0.675  0.1312
H -3.598 2.885 -1.171  0.2325
H -2.067 1.893 -0.518  -0.0031
H -3.596 0.643 -1.941  0.2885
H -2.214 -0.258 -0.096  0.1199
H -3.438 -1.466 -0.880  0.2743
H -3.880 1.183 3.913  -0.0884
H -1.298 -3.377 3.759  0.1094
H -1.450 -3.405 1.865  0.1631
O -1.667 5.268 0.871  -0.6824
P -0.746 6.480 0.587  1.4180
O -0.919 7.065 2.138  -0.4922
C -0.739 6.209 3.261  -0.3084
C 0.726 5.995 3.586  -0.7939
O -1.935 7.424 -0.104  -0.4018
C -3.076 6.818 -0.695  -0.1768
C -4.204 6.674 0.313  -0.9897
O 0.282 7.834 0.269  -0.3987
C 1.097 8.510 1.202  -0.0708
C 2.488 7.910 1.240  -0.9696
H -1.240 5.246 3.126  0.2501
H -1.225 6.696 4.113  0.3246
H 1.238 5.497 2.757  0.0496
H 0.839 5.378 4.481  0.4230
H 1.232 6.949 3.767  0.2324
H -2.811 5.857 -1.148  0.1744
H -3.408 7.468 -1.514  0.3499
H -3.864 6.259 1.267  0.2087
H -4.996 6.030 -0.082  0.3468
H -4.638 7.652 0.544  0.3065
H 0.660 8.575 2.199  0.2027
H 1.179 9.546 0.856  0.3836
H 2.455 6.825 1.357  0.1252
H 3.071 8.343 2.059  0.3446
H 3.013 8.110 0.299  0.3396
O -0.706 -6.625 0.584  -0.7281
P 0.542 -7.502 0.851  1.0379
O -0.318 -8.914 0.637  -0.3854
C -1.153 -9.091 -0.501  -0.3222
C -0.361 -9.475 -1.736  -0.9381
O 0.416 -7.455 2.513  -0.3284
C -0.259 -6.379 3.149  -0.2952
C -1.730 -6.700 3.354  -0.9593
O 1.936 -8.482 1.149  -0.3567
C 2.193 -9.764 0.618  -0.0473
C 2.974 -9.665 -0.677  -1.1266
H -1.760 -8.204 -0.704  0.3088
H -1.852 -9.899 -0.261  0.3127
H 0.339 -8.681 -2.010  0.1933
H -1.026 -9.656 -2.583  0.4083
H 0.221 -10.387 -1.561  0.2246
H -0.120 -5.450 2.586  0.2625
H 0.214 -6.224 4.127  0.3651
H -2.198 -7.114 2.455  0.2419
H -2.284 -5.804 3.652  0.2622
H -1.851 -7.456 4.137  0.3410
H 1.301 -10.377 0.504  0.2210
H 2.812 -10.290 1.353  0.3531
H 2.512 -8.962 -1.373  0.2615
H 3.050 -10.647 -1.155  0.3359
H 3.987 -9.297 -0.482  0.3478
O 1.716 3.587 -3.430  -0.7378
P 2.964 2.710 -3.163  1.0398
O 2.104 1.298 -3.377  -0.3935
C 1.269 1.121 -4.516  -0.3223
C 2.061 0.737 -5.750  -0.9758
O 2.838 2.757 -1.501  -0.3557
C 2.163 3.833 -0.865  -0.5855
C 0.692 3.512 -0.660  -0.0693
O 4.358 1.731 -2.865  -0.3672
C 4.615 0.449 -3.396  -0.0083
C 5.396 0.547 -4.692  -1.1551
H 0.661 2.008 -4.718  0.3290
H 0.570 0.313 -4.275  0.3068
H 2.761 1.531 -6.024  0.2013
H 1.396 0.556 -6.597  0.4064
H 2.642 -0.175 -5.575  0.2308
H 2.301 4.762 -1.428  0.3994
H 2.636 3.988 0.113  0.3666
H 0.224 3.098 -1.559  0.2764
H 0.138 4.408 -0.363  -0.3371
H 0.570 2.756 0.122  -0.0115
H 3.722 -0.165 -3.511  0.2057
H 5.234 -0.078 -2.661  0.3603
H 4.934 1.250 -5.387  0.2631
H 5.472 -0.435 -5.170  0.3422
H 6.409 0.915 -4.497  0.3473